Molecular formula: C2H3NO2
Method: DFT, ωB97M-V with the def2-TZVPD basis set

Values from the calculation:
Calculated total energy, eV: -7705.914
HOMO, eV: -11.25
Orbital gap, eV: 10.5
Maximum force, eV/Å: 4.27
Relative energy (zero: lowest compared OMol25 entry of this formula, charge and spin), kcal/mol: 44.5

XYZ file:
```
8
Properties=species:S:1:pos:R:3:lowdin_charge:R:1
C -1.6062 -2.3253 -0.2553 -0.244
H 0.6885 1.9126 0.4780 0.010
N -2.1136 -0.4843 1.4799 0.195
O 0.5435 1.0324 0.7500 -0.033
O -0.5557 -2.7775 -0.7073 0.059
H -2.5674 -2.8086 -0.7076 0.149
H 1.1059 1.0215 1.5079 0.024
C -1.8097 -1.2994 0.7306 -0.160
```